Entry 1:
The following is a quantum chemistry calculation of 4 unconnected molecules or ions with the total composition C37H66BN2O8 in a non-equilibrium geometry, from the Open Molecules 2025 dataset.

Bonds (Å) are listed after each position.
Cartesian coordinates (Å):
1 N 1.334 2.875 4.630  C2 1.465, H31 1.013, H32 1.013
2 C -0.032 2.345 4.633  N1 1.465, C3 1.532, H33 1.096, H34 1.093
3 C -0.590 1.935 3.266  C2 1.532, C4 1.556, H35 1.096, H36 1.096
4 C 0.298 0.894 2.526  C3 1.556, C5 1.543, H37 1.091, H38 1.095
5 C 1.276 1.555 1.533  C4 1.543, B6 1.667, H39 1.100, H40 1.098
6 B 2.136 0.482 0.592  C5 1.667, C7 1.659, C24 1.642, H41 1.235
7 C 2.651 1.297 -0.759  B6 1.659, C8 1.532, H42 1.098, H43 1.096
8 C 2.091 0.773 -2.085  C7 1.532, C9 1.536, H44 1.097, H45 1.103
9 C 0.560 0.808 -2.211  C8 1.536, C10 1.539, H46 1.098, H47 1.091
10 C -0.024 1.949 -3.064  C9 1.539, C11 1.534, H48 1.098, H49 1.087
11 C 0.567 3.354 -2.901  C10 1.534, C12 1.555, H50 1.097, H51 1.091
12 C 0.230 4.119 -1.589  C11 1.555, C13 1.529, H52 1.092, H53 1.095
13 C -0.947 3.594 -0.768  C12 1.529, C14 1.546, H54 1.095, H55 1.088
14 C -2.357 3.805 -1.367  C13 1.546, C15 1.550, H56 1.091, H57 1.095
15 C -3.335 2.840 -0.651  C14 1.550, C16 1.542, H58 1.094, H59 1.092
16 C -3.167 1.427 -1.245  C15 1.542, C17 1.527, H60 1.092, H61 1.093
17 C -4.338 0.478 -1.009  C16 1.527, C18 1.542, H62 1.093, H63 1.093
18 C -4.645 0.208 0.479  C17 1.542, N19 1.472, H64 1.088, H65 1.090
19 N -6.103 0.195 0.680  C18 1.472, C20 1.355, C23 1.359
20 C -6.823 1.057 1.439  N19 1.355, C21 1.384, H66 1.076
21 C -8.151 0.692 1.305  C20 1.384, C22 1.407, H67 1.078
22 C -8.198 -0.417 0.442  C21 1.407, C23 1.384, H68 1.079
23 C -6.900 -0.718 0.066  N19 1.359, C22 1.384, H69 1.075
24 C 3.370 -0.100 1.505  B6 1.642, C25 1.536, H70 1.097, H71 1.103
25 C 4.358 -0.999 0.746  C24 1.536, C26 1.530, H72 1.101, H73 1.097
26 C 3.710 -2.254 0.158  C25 1.530, C27 1.530, H74 1.093, H75 1.091
27 C 4.429 -2.614 -1.144  C26 1.530, O28 1.442, H76 1.091, H77 1.098
28 O 3.789 -3.636 -1.935  C27 1.442, C29 1.351
29 C 2.690 -3.215 -2.597  O28 1.351, O30 1.206, H78 1.100
30 O 1.595 -3.663 -2.363  C29 1.206
31 H 1.438 3.556 3.887  N1 1.013
32 H 1.980 2.123 4.419  N1 1.013
33 H -0.679 3.130 5.039  C2 1.096
34 H -0.042 1.499 5.324  C2 1.093
35 H -0.633 2.833 2.640  C3 1.096
36 H -1.602 1.527 3.363  C3 1.096
37 H -0.319 0.205 1.947  C4 1.091
38 H 0.914 0.385 3.275  C4 1.095
39 H 2.029 2.122 2.101  C5 1.100
40 H 0.763 2.298 0.908  C5 1.098
41 H 1.313 -0.386 0.286  B6 1.235
42 H 3.739 1.168 -0.820  C7 1.098
43 H 2.508 2.381 -0.678  C7 1.096
44 H 2.414 -0.260 -2.265  C8 1.097
45 H 2.513 1.358 -2.920  C8 1.103
46 H 0.267 -0.117 -2.725  C9 1.098
47 H 0.059 0.765 -1.242  C9 1.091
48 H 0.153 1.667 -4.110  C10 1.098
49 H -1.103 2.034 -2.958  C10 1.087
50 H 0.152 3.947 -3.725  C11 1.097
51 H 1.646 3.356 -3.061  C11 1.091
52 H 1.110 4.118 -0.942  C12 1.092
53 H 0.030 5.162 -1.858  C12 1.095
54 H -0.935 4.134 0.184  C13 1.095
55 H -0.845 2.541 -0.510  C13 1.088
56 H -2.389 3.671 -2.449  C14 1.091
57 H -2.681 4.823 -1.124  C14 1.095
58 H -4.371 3.161 -0.797  C15 1.094
59 H -3.070 2.840 0.409  C15 1.092
60 H -2.235 0.983 -0.890  C16 1.092
61 H -3.090 1.565 -2.326  C16 1.093
62 H -5.231 0.911 -1.467  C17 1.093
63 H -4.152 -0.475 -1.511  C17 1.093
64 H -4.186 0.935 1.144  C18 1.088
65 H -4.297 -0.778 0.784  C18 1.090
66 H -6.369 1.848 2.010  C20 1.076
67 H -8.989 1.187 1.771  C21 1.078
68 H -9.061 -0.961 0.091  C22 1.079
69 H -6.528 -1.489 -0.585  C23 1.075
70 H 3.910 0.687 2.046  C24 1.097
71 H 2.925 -0.730 2.294  C24 1.103
72 H 5.127 -1.341 1.456  C25 1.101
73 H 4.910 -0.420 -0.005  C25 1.097
74 H 3.779 -3.102 0.844  C26 1.093
75 H 2.654 -2.118 -0.078  C26 1.091
76 H 5.444 -2.926 -0.894  C27 1.091
77 H 4.528 -1.674 -1.702  C27 1.098
78 H 2.835 -2.490 -3.412  C29 1.100
79 O -3.533 -2.525 2.366  C80 1.197
80 C -3.773 -3.690 2.237  O79 1.197, O81 1.355, C84 1.516
81 O -4.624 -4.152 1.288  C80 1.355, C82 1.437
82 C -4.766 -5.577 1.401  O81 1.437, C83 1.523, H85 1.094, H86 1.088
83 C -3.528 -6.039 2.157  C82 1.523, C84 1.524, H87 1.090, H88 1.090
84 C -3.234 -4.845 3.058  C80 1.516, C83 1.524, H89 1.092, H90 1.087
85 H -5.692 -5.795 1.941  C82 1.094
86 H -4.836 -6.002 0.402  C82 1.088
87 H -3.681 -6.979 2.687  C83 1.090
88 H -2.692 -6.166 1.468  C83 1.090
89 H -3.774 -4.884 4.006  C84 1.092
90 H -2.169 -4.723 3.238  C84 1.087
91 O 5.820 3.127 0.827  C92 1.193
92 C 6.280 2.841 -0.235  O91 1.193, O93 1.357, C96 1.521
93 O 5.537 2.733 -1.365  C92 1.357, C94 1.431
94 C 6.346 2.275 -2.451  O93 1.431, C95 1.524, H97 1.093, H98 1.088
95 C 7.778 2.628 -2.067  C94 1.524, C96 1.526, H99 1.089, H100 1.092
96 C 7.731 2.508 -0.546  C92 1.521, C95 1.526, H101 1.091, H102 1.086
97 H 6.200 1.197 -2.560  C94 1.093
98 H 6.023 2.767 -3.366  C94 1.088
99 H 8.521 1.991 -2.543  C95 1.089
100 H 7.991 3.662 -2.347  C95 1.092
101 H 7.932 1.490 -0.208  C96 1.091
102 H 8.399 3.205 -0.050  C96 1.086
103 O -0.757 -5.686 0.862  C104 1.206
104 C -0.645 -4.772 0.084  O103 1.206, O105 1.348, C108 1.510
105 O -1.716 -4.243 -0.541  C104 1.348, C106 1.442
106 C -1.307 -3.213 -1.464  O105 1.442, C107 1.519, H109 1.094, H110 1.089
107 C 0.060 -2.756 -0.985  C106 1.519, C108 1.576, H111 1.058, H112 1.093
108 C 0.626 -4.086 -0.356  C104 1.510, C107 1.576, H113 1.066, H114 1.086
109 H -1.272 -3.641 -2.470  C106 1.094
110 H -2.051 -2.418 -1.445  C106 1.089
111 H 0.644 -2.322 -1.753  C107 1.058
112 H -0.047 -2.010 -0.194  C107 1.093
113 H 1.123 -4.722 -1.052  C108 1.066
114 H 1.277 -3.891 0.492  C108 1.086

Summary:
Max |F| (Eh/bohr): 0.10475
HOMO-LUMO gap (eV): 7.2
Charge: -1
LUMO energy (eV): 2.32


Entry 2:
The following is a quantum chemistry calculation of 5 unconnected molecules or ions with the total composition C37H69NO4 in a non-equilibrium geometry, from the Open Molecules 2025 dataset.

Bonds (Å) are listed after each position.
Cartesian coordinates (Å):
1 C -7.714 -1.619 -3.300  C2 1.607, H19 1.154, H20 1.153, H21 1.155
2 C -7.045 -1.077 -1.944  C1 1.607, C3 1.618, H22 1.140, H23 1.151
3 C -5.590 -1.741 -1.695  C2 1.618, O4 1.260, O5 1.416
4 O -5.540 -2.619 -0.793  C3 1.260
5 O -4.484 -1.280 -2.449  C3 1.416, C6 1.453
6 C -3.518 -2.333 -2.715  O5 1.453, C7 1.601, H24 1.154, H25 1.152
7 C -2.506 -2.637 -1.512  C6 1.601, N8 1.488, H26 1.145, H27 1.158
8 N -1.783 -1.448 -0.987  C7 1.488, C9 1.462, C17 1.460
9 C -2.479 -0.566 -0.051  N8 1.462, O10 1.257, C11 1.609
10 O -3.138 -0.849 0.981  C9 1.257
11 C -2.137 0.875 -0.679  C9 1.609, C12 1.541, C16 1.573
12 C -2.692 2.275 -0.352  C11 1.541, C13 1.573, H28 1.140
13 C -2.099 3.461 -1.197  C12 1.573, C14 1.557, H29 1.142
14 C -1.048 3.266 -2.328  C13 1.557, C15 1.553, H30 1.144
15 C -0.501 1.848 -2.646  C14 1.553, C16 1.543, H31 1.143
16 C -1.045 0.682 -1.794  C11 1.573, C15 1.543, C17 1.592
17 C -0.706 -0.873 -1.788  N8 1.460, C16 1.592, O18 1.251
18 O 0.270 -1.461 -2.305  C17 1.251
19 H -7.845 -2.765 -3.304  C1 1.154
20 H -7.031 -1.277 -4.164  C1 1.153
21 H -8.737 -1.119 -3.501  C1 1.155
22 H -7.015 0.063 -1.951  C2 1.140
23 H -7.738 -1.380 -1.077  C2 1.151
24 H -4.104 -3.309 -2.904  C6 1.154
25 H -2.970 -2.076 -3.695  C6 1.152
26 H -3.056 -3.211 -0.688  C7 1.145
27 H -1.697 -3.352 -1.930  C7 1.158
28 H -3.459 2.420 0.479  C12 1.140
29 H -2.454 4.523 -0.973  C13 1.142
30 H -0.618 4.130 -2.942  C14 1.144
31 H 0.269 1.608 -3.456  C15 1.143
32 C -1.968 -1.281 -10.214  C33 1.523, H38 1.092, H39 1.094, H40 1.094
33 C -2.077 -2.065 -8.913  C32 1.523, C34 1.529, H41 1.095, H42 1.096
34 C -3.026 -1.423 -7.899  C33 1.529, C35 1.532, H43 1.096, H44 1.096
35 C -2.617 -0.030 -7.410  C34 1.532, C36 1.529, H45 1.096, H46 1.095
36 C -1.232 0.056 -6.767  C35 1.529, C37 1.522, H47 1.096, H48 1.094
37 C -1.102 -0.786 -5.505  C36 1.522, H49 1.094, H50 1.093, H51 1.093
38 H -1.554 -0.283 -10.051  C32 1.092
39 H -1.307 -1.803 -10.912  C32 1.094
40 H -2.946 -1.177 -10.690  C32 1.094
41 H -1.082 -2.198 -8.477  C33 1.095
42 H -2.447 -3.070 -9.143  C33 1.096
43 H -3.128 -2.095 -7.039  C34 1.096
44 H -4.026 -1.353 -8.343  C34 1.096
45 H -3.366 0.316 -6.689  C35 1.096
46 H -2.659 0.676 -8.247  C35 1.095
47 H -1.035 1.102 -6.508  C36 1.096
48 H -0.458 -0.233 -7.484  C36 1.094
49 H -1.840 -0.484 -4.757  C37 1.094
50 H -0.107 -0.659 -5.069  C37 1.093
51 H -1.237 -1.851 -5.714  C37 1.093
52 C -0.420 2.149 2.424  C53 1.523, H58 1.093, H59 1.094, H60 1.093
53 C -1.367 1.718 3.535  C52 1.523, C54 1.529, H61 1.095, H62 1.096
54 C -2.265 2.849 4.036  C53 1.529, C55 1.532, H63 1.095, H64 1.097
55 C -1.531 4.035 4.671  C54 1.532, C56 1.529, H65 1.096, H66 1.096
56 C -0.633 3.686 5.858  C55 1.529, C57 1.523, H67 1.096, H68 1.095
57 C -1.395 3.101 7.039  C56 1.523, H69 1.093, H70 1.094, H71 1.093
58 H 0.279 2.917 2.764  C52 1.093
59 H 0.170 1.294 2.081  C52 1.094
60 H -0.976 2.540 1.568  C52 1.093
61 H -0.794 1.286 4.362  C53 1.095
62 H -2.006 0.913 3.154  C53 1.096
63 H -2.981 2.437 4.756  C54 1.095
64 H -2.866 3.224 3.199  C54 1.097
65 H -2.277 4.770 4.995  C55 1.096
66 H -0.926 4.538 3.909  C55 1.096
67 H -0.127 4.599 6.190  C56 1.096
68 H 0.157 2.993 5.551  C56 1.095
69 H -2.162 3.796 7.392  C57 1.093
70 H -0.711 2.904 7.869  C57 1.094
71 H -1.879 2.156 6.780  C57 1.093
72 C 3.895 1.805 5.689  C73 1.523, H78 1.093, H79 1.094, H80 1.094
73 C 3.781 1.023 6.991  C72 1.523, C74 1.529, H81 1.095, H82 1.096
74 C 2.840 1.674 8.005  C73 1.529, C75 1.532, H83 1.095, H84 1.097
75 C 3.261 3.064 8.492  C74 1.532, C76 1.529, H85 1.096, H86 1.096
76 C 4.647 3.139 9.134  C75 1.529, C77 1.523, H87 1.096, H88 1.094
77 C 4.773 2.297 10.396  C76 1.523, H89 1.093, H90 1.093, H91 1.093
78 H 4.317 2.799 5.850  C72 1.093
79 H 4.549 1.277 4.989  C72 1.094
80 H 2.916 1.917 5.214  C72 1.094
81 H 4.776 0.882 7.424  C73 1.095
82 H 3.402 0.021 6.761  C73 1.096
83 H 2.734 1.004 8.866  C74 1.095
84 H 1.839 1.752 7.563  C74 1.097
85 H 2.516 3.417 9.215  C75 1.096
86 H 3.223 3.770 7.655  C75 1.096
87 H 4.853 4.184 9.392  C76 1.096
88 H 5.418 2.843 8.416  C76 1.094
89 H 4.039 2.605 11.146  C77 1.093
90 H 5.770 2.416 10.831  C77 1.093
91 H 4.629 1.234 10.189  C77 1.093
92 C 2.745 -3.277 -0.734  C93 1.522, H98 1.093, H99 1.094, H100 1.093
93 C 3.717 -2.452 -1.566  C92 1.522, C94 1.529, H101 1.095, H102 1.096
94 C 4.092 -3.115 -2.892  C93 1.529, C95 1.532, H103 1.095, H104 1.096
95 C 4.823 -4.456 -2.769  C94 1.532, C96 1.529, H105 1.096, H106 1.095
96 C 6.121 -4.421 -1.961  C95 1.529, C97 1.523, H107 1.096, H108 1.094
97 C 7.187 -3.522 -2.572  C96 1.523, H109 1.093, H110 1.093, H111 1.093
98 H 3.177 -4.237 -0.442  C92 1.093
99 H 2.484 -2.740 0.182  C92 1.094
100 H 1.822 -3.467 -1.288  C92 1.093
101 H 4.613 -2.233 -0.977  C93 1.095
102 H 3.251 -1.484 -1.784  C93 1.096
103 H 4.708 -2.418 -3.471  C94 1.095
104 H 3.182 -3.271 -3.481  C94 1.096
105 H 5.042 -4.823 -3.778  C95 1.096
106 H 4.151 -5.196 -2.321  C95 1.095
107 H 6.519 -5.440 -1.901  C96 1.096
108 H 5.923 -4.109 -0.931  C96 1.094
109 H 7.432 -3.843 -3.588  C97 1.093
110 H 8.102 -3.563 -1.976  C97 1.093
111 H 6.863 -2.479 -2.609  C97 1.093

Summary:
Max |F| (Eh/bohr): 0.10051
HOMO-LUMO gap (eV): 8.4
Relative energy (zero: lowest compared OMol25 entry of this formula, charge and spin) (kJ/mol): 0.0
SMILES string: CCC(=O)OCCN1C(=O)c2ccccc2C1=O.CCCCCC.CCCCCC.CCCCCC.CCCCCC
Charge: 0
LUMO energy (eV): -0.94


> Which of these has the highest max |F|?

C37H66BN2O8